Here is a molecular structure, C35H39N2OPPrS5 from the Open Molecules 2025 dataset. Energies are from the ωB97M-V functional and the def2-TZVPD basis.

Computed properties:
electronic energy: -119493.971 eV
total charge: -1
expectation value of S²: 2.003
multiplicity: 3

The geometry in XYZ format:
```
84
C35H39N2OPPrS5 | the Open Molecules 2025 dataset | the ωB97M-V functional and the def2-TZVPD basis
Pr -0.276 0.457 0.510
O 3.602 4.087 5.220
C 2.792 3.692 4.430
S 0.317 2.390 4.930
C 0.518 1.389 3.404
C 2.157 1.962 2.151
S 2.440 0.828 0.779
S 3.260 3.290 1.849
S -0.534 -0.034 3.253
C -3.140 -4.535 0.367
C -2.987 -3.033 0.570
C -3.710 -2.267 -0.461
P -1.234 -2.486 0.477
C -0.199 -3.689 1.412
C 1.298 -3.409 1.301
C -0.686 -3.865 2.819
C -0.693 -2.809 -1.277
C -0.647 -4.117 -1.746
C -0.468 -4.489 -3.088
C -0.462 -5.922 -3.550
C -0.235 -3.362 -3.956
C -0.232 -2.085 -3.486
C -0.474 -1.761 -2.159
N -0.643 -0.472 -1.727
C -0.193 0.628 -2.524
C 1.168 0.822 -2.952
C 2.313 -0.154 -2.715
C 1.456 1.990 -3.647
C 0.582 3.056 -3.839
C 1.112 4.391 -4.312
C -0.732 2.864 -3.412
C -1.152 1.638 -2.873
C -2.618 1.427 -2.638
H -4.245 -4.615 0.413
H -2.677 -5.174 1.135
H -2.796 -4.804 -0.640
H -3.339 -2.895 1.555
H -3.167 -2.261 -1.384
H -3.831 -1.235 -0.062
H -4.704 -2.677 -0.656
H -0.405 -4.597 0.894
H 1.589 -2.477 1.794
H 1.574 -3.275 0.201
H 1.849 -4.268 1.646
H -0.529 -2.946 3.380
H -0.236 -4.757 3.358
H -1.767 -4.063 2.780
H -0.781 -4.874 -1.016
H 0.486 -6.370 -3.228
H -0.669 -5.919 -4.573
H -1.239 -6.523 -2.997
H -0.105 -3.521 -5.015
H 0.051 -1.249 -4.025
H 2.457 -0.772 -3.630
H 2.067 -0.886 -1.953
H 3.264 0.404 -2.572
H 2.485 2.170 -3.921
H 2.225 4.409 -4.445
H 0.945 5.168 -3.492
H 0.629 4.789 -5.253
H -1.507 3.616 -3.489
H -2.798 0.404 -2.602
H -3.179 1.970 -3.401
H -2.968 1.764 -1.585
C 2.834 0.137 3.907
C 2.068 1.336 3.534
C 2.139 2.391 4.692
C 2.559 4.401 3.076
C 1.116 4.700 2.667
C 0.543 5.907 2.872
C -0.781 6.230 2.513
C -1.489 5.204 1.927
C -0.963 3.920 1.658
S -1.805 2.763 0.632
C 0.289 3.624 2.212
N 0.709 2.269 2.184
H 3.912 0.257 3.924
H 2.561 -0.663 3.139
H 2.552 -0.180 4.860
H 2.659 2.025 5.525
H 3.183 5.297 2.929
H 1.166 6.697 3.257
H -1.134 7.291 2.567
H -2.492 5.438 1.597
```